Entry 1:
Formula: C38H42MgN9OPSe3Te
Source: the OMol25 dataset
Level of theory: ωB97M-V/def2-TZVPD

```
96
C38H42MgN9OPSe3Te (ωB97M-V/def2-TZVPD)
Mg -0.9105 1.3018 -0.3350
C 1.1817 -0.0234 -4.0631
C 2.5173 0.3389 -3.8924
C 2.8756 1.0670 -2.7876
C 1.9022 1.4551 -1.8391
N 0.6211 1.0577 -1.9934
C 0.2887 0.3528 -3.0852
N 2.3474 2.2145 -0.7858
C 1.5208 3.0065 -0.1646
N 0.2088 3.1714 -0.3982
C -0.2429 4.1949 0.3907
N -1.4076 4.7335 0.3695
C -2.3491 4.3069 -0.5649
C -3.2977 5.2560 -0.9640
C -4.2047 4.9436 -1.9508
C -4.1939 3.6711 -2.4983
C -3.2827 2.7611 -2.0005
N -2.3588 3.0645 -1.0807
C 0.8599 4.6727 1.2640
C 0.9138 5.6152 2.2708
C 2.1248 5.7779 2.9341
C 3.2462 5.0278 2.5803
C 3.1871 4.0928 1.5529
C 1.9751 3.9248 0.9117
H 0.8430 -0.5947 -4.9167
H 3.2640 0.0517 -4.6241
H 3.8952 1.3779 -2.6065
H -0.7543 0.0642 -3.1543
H -3.2767 6.2249 -0.4847
H -4.9319 5.6786 -2.2764
H -4.9144 3.3551 -3.2390
H -3.2976 1.7314 -2.3415
H 0.0298 6.1752 2.5466
H 2.2004 6.4875 3.7494
H 4.1719 5.1750 3.1241
H 4.0462 3.4979 1.2685
Se -3.0214 -0.9502 -1.9795
Se -4.9816 -1.8231 -2.8232
Te -5.2703 1.5322 0.5846
Se -3.2789 0.0082 0.2947
O -0.0995 -1.2050 -0.5984
P 0.4284 -2.5828 -0.7038
N 0.6655 -3.1249 -2.2521
C 1.6996 -4.0748 -2.6740
C 0.9766 -5.0006 -3.6487
C -0.0325 -4.0615 -4.3081
C -0.5064 -3.1870 -3.1491
N -0.5379 -3.6578 0.0768
C -1.6953 -3.2771 0.9071
C -2.4072 -4.6087 1.1270
C -1.2617 -5.6230 1.1288
C -0.3557 -5.1024 0.0139
N 1.9491 -2.8276 -0.0460
C 2.0081 -2.6428 1.4267
C 3.2153 -1.7299 1.6810
C 3.3932 -0.9919 0.3554
C 3.0516 -2.0670 -0.6670
H 2.1303 -4.5984 -1.8211
H 2.5167 -3.5509 -3.1861
H 0.4501 -5.7806 -3.0933
H 1.6559 -5.4810 -4.3542
H -0.8606 -4.5752 -4.7951
H 0.4727 -3.4455 -5.0578
H -1.3689 -3.6263 -2.6365
H -0.8119 -2.1930 -3.4705
H -2.3209 -2.5627 0.3914
H -1.3741 -2.8320 1.8545
H -3.0836 -4.8017 0.2906
H -2.9952 -4.6149 2.0438
H -1.5825 -6.6526 0.9632
H -0.7282 -5.5785 2.0824
H -0.6784 -5.5001 -0.9582
H 0.6931 -5.3810 0.1543
H 2.1111 -3.6079 1.9276
H 1.0968 -2.1662 1.7941
H 4.1040 -2.3270 1.9065
H 3.0336 -1.0549 2.5171
H 4.3901 -0.5706 0.2193
H 2.6707 -0.1821 0.2815
H 3.9073 -2.7337 -0.8319
H 2.7497 -1.6568 -1.6331
C 0.0354 0.7680 1.7215
C -0.5193 1.3319 2.9187
C 0.1589 2.3215 3.6790
C -0.3895 2.8881 4.8045
C -1.6601 2.5069 5.2560
C -2.3510 1.5243 4.5280
C -1.7950 0.9516 3.4095
C -2.2134 3.0833 6.4339
N -2.6616 3.5425 7.3941
H -0.2481 -0.2670 1.5502
H 1.1132 0.9169 1.6157
H 1.1513 2.6284 3.3671
H 0.1661 3.6382 5.3562
H -3.3404 1.2225 4.8488
H -2.3613 0.2044 2.8668
```

Calculated values
Multiplicity: 1
Charge: -2
Largest force on an atom in eV/Å: 0.58
M in Da: 1060.57
Relative energy (zero: lowest compared OMol25 entry of this formula, charge and spin) in kcal/mol: 22.4
Frontier orbital gap in eV: 4.75

Entry 2:
Formula: C38H44F6MnN7O2SSi
Source: the OMol25 dataset
Level of theory: ωB97M-V/def2-TZVPD

```
100
C38H44F6MnN7O2SSi (ωB97M-V/def2-TZVPD)
Mn 0.2191 0.8337 0.0754
S -1.3836 0.3485 1.8981
C -2.7518 0.1329 0.8786
N -3.7986 0.8231 1.1440
N -4.8257 0.7252 0.0832
C -5.6741 -0.4034 0.1067
C -6.8701 -0.4011 -0.6098
C -7.7317 -1.4861 -0.6472
C -7.3392 -2.6579 0.0375
C -6.2082 -2.6604 0.7803
C -5.4265 -1.5106 0.8946
N -2.6613 -0.8752 -0.1673
N -1.6759 -0.8053 -0.8604
C -1.4477 -1.9823 -1.6360
C -2.3546 -3.0476 -1.8074
C -2.0151 -4.1224 -2.5926
C -0.7645 -4.1118 -3.2210
C 0.0716 -3.0362 -3.1745
C -0.1895 -1.9591 -2.3191
H -5.4006 1.5649 0.2446
H -7.1719 0.5613 -1.0616
H -8.6775 -1.4207 -1.1857
H -7.8822 -3.5837 0.0289
H -5.8675 -3.5480 1.3770
H -4.6079 -1.4839 1.6028
H -3.4205 -2.8740 -1.3513
H -2.6813 -4.9298 -2.6351
H -0.5433 -5.0181 -3.7185
H 1.0199 -2.9340 -3.8209
H 0.4689 -1.1094 -2.1183
C 4.0085 -1.1750 -2.6589
Si 2.8221 0.2405 -2.1486
C 3.7986 1.9066 -2.1359
C 1.6002 0.4511 -3.5867
N 2.0921 -0.1350 -0.5739
C 2.7655 -1.0434 0.2121
C 4.0904 -0.7316 0.5777
C 4.8259 -1.5924 1.3684
C 4.1752 -2.6989 1.8928
C 2.9044 -3.0448 1.5558
C 2.1804 -2.2098 0.7262
O 0.9372 -2.4792 0.2933
C 0.0196 -3.1381 1.1210
C -0.6708 -4.1489 0.5129
C -1.6465 -4.7978 1.2576
C -1.7796 -4.5691 2.6390
C -1.0004 -3.5245 3.2288
C -0.1370 -2.8189 2.4466
H 4.5699 -0.8552 -3.5612
H 3.4521 -2.0946 -2.8941
H 4.6735 -1.4511 -1.8319
H 4.2115 2.1400 -3.1292
H 4.6381 1.9826 -1.4285
H 2.9984 2.6325 -1.9491
H 2.1686 1.0493 -4.3032
H 0.5782 0.8405 -3.3775
H 1.4368 -0.5691 -3.9621
H 4.4953 0.2143 0.0989
H 5.8324 -1.3750 1.6909
H 4.7245 -3.3944 2.5148
H 2.4461 -3.9143 1.9884
H -0.4652 -4.3768 -0.5459
H -2.1958 -5.5821 0.7588
H -2.5309 -5.0332 3.2468
H -1.0547 -3.3461 4.2926
H 0.4540 -2.0693 2.9273
C 2.1799 1.2975 2.8421
C 3.0273 2.1618 3.7888
N 3.0537 3.5719 3.3664
C 1.6931 4.1100 3.3755
C 0.6810 3.1044 2.6926
N 1.4471 2.1717 1.9689
C 2.4012 2.8631 1.1422
C 3.4313 3.6447 1.9814
H 1.3734 0.6865 3.4386
H 2.8235 0.5112 2.2748
H 4.0780 1.8241 3.7755
H 2.6236 2.1316 4.7821
H 1.6100 5.0782 2.8323
H 1.4756 4.2866 4.3938
H 0.0161 3.7515 2.0372
H 0.0679 2.5644 3.4443
H 1.7966 3.6179 0.6045
H 2.8743 2.2168 0.3772
H 3.2752 4.7090 1.6963
H 4.4693 3.3729 1.9078
C 0.3061 3.6411 -2.8880
C -0.4343 3.5702 -1.5156
O 0.0985 2.7351 -0.6168
C -1.8056 3.0734 -1.8665
F -2.3668 3.8038 -2.9018
F -2.7788 3.0474 -0.9433
F -1.7501 1.8105 -2.3062
C -0.3332 5.0025 -1.0009
F -0.7472 5.0450 0.2442
F -0.9909 5.9355 -1.6871
F 0.9353 5.4055 -0.9352
H 0.1428 2.7742 -3.5639
H 1.3895 3.6295 -2.7180
H 0.1093 4.5328 -3.5121
```

Calculated values
Multiplicity: 6
Charge: -1
⟨S²⟩: 8.757
Largest force on an atom in eV/Å: 3.15
M in Da: 859.90
Frontier orbital gap (spin up / spin down) in eV: 6.80 / 6.88

Entry 3:
Formula: C38H44OP2Pt
Source: the OMol25 dataset
Level of theory: ωB97M-V/def2-TZVPD

```
86
C38H44OP2Pt (ωB97M-V/def2-TZVPD)
Pt -0.9419 1.8987 -1.9025
C -2.2340 1.4689 -3.4627
C -1.7079 0.2662 -2.8872
C -0.6202 -0.5900 -3.5388
C 0.7110 0.1426 -3.7359
C 0.8171 1.4048 -2.9004
C 0.2495 2.6586 -3.3624
C -0.4297 2.7293 -4.7232
C -1.7407 1.9232 -4.8268
C 1.7598 -0.0306 2.3068
H -3.2852 1.6845 -3.2174
H -2.4398 -0.3390 -2.3183
H -0.9545 -1.0666 -4.4792
H -0.4532 -1.4133 -2.8212
H 1.5124 -0.5546 -3.4540
H 0.9038 0.3607 -4.7936
H 1.7500 1.4688 -2.3100
H 0.7823 3.5621 -3.0300
H 0.2495 2.4227 -5.5394
H -0.6656 3.7875 -4.8738
H -2.5089 2.5662 -5.2775
H -1.6469 1.0765 -5.5309
H 1.0200 0.7575 2.1383
H 2.5438 0.3018 3.0043
H 1.2355 -0.9062 2.7070
P -1.4709 -1.3138 -0.3621
P 2.5607 -0.4685 0.7756
C 0.2068 -1.6397 0.1230
C 1.3729 -1.0919 -0.3779
C -2.3412 -2.6870 0.3090
C -2.8154 -3.7260 -0.5127
C -3.5262 -4.7581 0.0935
C -3.7362 -4.7513 1.4841
C -3.2555 -3.7007 2.2810
C -2.5304 -2.6648 1.6994
C -2.5606 0.1070 0.0295
C -2.0917 1.5136 -0.0795
C -3.1317 2.5530 -0.0119
C -4.4713 2.2355 0.0405
C -4.8821 0.8933 0.0982
C -3.9338 -0.1322 0.1355
C 3.9765 -1.5232 1.2694
C 3.7307 -2.7811 1.8569
C 4.7884 -3.6012 2.2642
C 6.1141 -3.1819 2.1058
C 6.3622 -1.9152 1.5760
C 5.3101 -1.0832 1.1794
C 3.2666 1.0318 0.0786
C 2.9860 2.3028 0.6141
C 3.4777 3.4411 -0.0376
C 4.2549 3.3140 -1.1940
C 4.5564 2.0460 -1.7070
C 4.0672 0.9038 -1.0680
H 0.2905 -2.4713 0.8551
H 1.5925 -1.0142 -1.4575
H -2.6219 -3.6960 -1.5874
H -3.9188 -5.5731 -0.5125
H -4.2935 -5.5652 1.9540
H -3.4350 -3.6820 3.3574
H -2.1247 -1.8330 2.2815
H -1.2994 1.7563 0.6672
H -2.7954 3.5962 0.0059
H -5.2407 3.0157 0.0205
H -5.9456 0.6382 0.1194
H -4.2972 -1.1630 0.2050
H 2.7005 -3.1099 2.0097
H 4.5839 -4.5754 2.7064
H 6.9404 -3.8261 2.4202
H 7.3899 -1.5723 1.4713
H 5.5310 -0.0815 0.8112
H 2.3898 2.3968 1.5269
H 3.2362 4.4324 0.3617
H 4.6398 4.2102 -1.6892
H 5.1836 1.9366 -2.5932
H 4.3296 -0.0905 -1.4453
C -3.3352 0.9908 3.6700
C -1.8164 1.1598 3.5501
C -1.0845 0.9853 4.8908
O -1.2671 0.3965 2.6000
H -3.5839 -0.0689 3.7994
H -3.8069 1.3259 2.7457
H -3.7295 1.5636 4.5150
H -1.7030 2.2497 3.2912
H -1.2236 -0.0482 5.2288
H -0.0143 1.1406 4.7329
H -1.4616 1.6737 5.6536
```

Calculated values
Multiplicity: 5
Charge: +2
⟨S²⟩: 6.019
Largest force on an atom in eV/Å: 3.35
M in Da: 773.80
Relative energy (zero: lowest compared OMol25 entry of this formula, charge and spin) in kcal/mol: 0.0
Frontier orbital gap (spin up / spin down) in eV: 5.89 / 6.30

Entry 4:
Formula: C38H45BBrCl2N8O2S4SeTi
Source: the OMol25 dataset
Level of theory: ωB97M-V/def2-TZVPD

```
103
C38H45BBrCl2N8O2S4SeTi (ωB97M-V/def2-TZVPD)
Ti -1.7473 1.7311 1.4202
C -3.4154 -0.1877 -4.1935
C -2.8458 1.0360 -4.8722
N -3.1679 2.1708 -4.3599
C -2.5842 3.1738 -5.1921
C -1.9250 2.7187 -6.3090
S -1.8471 1.0209 -6.3137
C -3.0957 4.5481 -5.1280
C -3.1384 5.4193 -6.2009
S -3.9595 6.8522 -5.8853
C -4.1299 6.3033 -4.2042
N -3.6723 5.1184 -3.9814
C -4.6008 7.2325 -3.1013
H -4.2253 -0.0547 -3.5227
H -2.5761 -0.6416 -3.5782
H -3.6945 -0.9573 -4.9436
H -1.4465 3.3249 -7.0786
H -2.8640 5.0110 -7.2230
H -3.8772 7.2118 -2.2327
H -5.6653 7.0786 -2.8761
H -4.5627 8.2877 -3.5685
C -0.4742 5.0645 5.4223
N 0.2817 3.9170 4.9438
C 1.3127 3.3575 5.6935
C 1.8314 2.3863 4.9021
N 1.1771 2.3221 3.6892
B 1.5575 1.6168 2.3171
N 2.0261 2.6772 1.2801
C 3.0150 3.6539 1.4364
C 2.9300 4.6564 0.5294
N 1.7464 4.3688 -0.1673
C 1.1784 5.2048 -1.2248
C 1.2387 3.1357 0.2274
S -0.1025 2.3874 -0.5007
C 0.1742 3.2785 3.7582
S -0.8774 3.8096 2.5334
H -1.0907 4.7463 6.2891
H -1.1554 5.4561 4.6077
H 0.2207 5.8650 5.6986
H 1.6196 3.7304 6.6342
H 2.5796 1.6853 5.2425
H 0.4655 1.1556 1.8543
H 2.5149 0.9396 2.4531
H 3.7769 3.5156 2.1625
H 3.5740 5.4636 0.1327
H 1.6174 4.9223 -2.2005
H 1.3615 6.2973 -1.0540
H 0.1271 5.0132 -1.3006
Cl -8.6491 0.7248 0.7783
C -7.0467 1.2892 0.6517
C -6.7907 2.5897 1.2022
C -5.4586 3.0159 1.2527
Cl -5.0254 4.4335 2.0781
C -4.3847 2.2644 0.7007
O -3.0912 2.7024 0.8743
C -4.5916 0.9537 0.0929
C -3.5790 0.0255 0.0080
O -2.2943 0.2811 0.2556
C -6.0246 0.5966 0.0432
H -7.5933 3.2306 1.6552
H -3.8104 -0.9630 -0.3683
H -6.3084 -0.3400 -0.4035
C 4.2765 -3.9399 -4.0035
C 3.8203 -4.8361 -2.8417
C 4.7138 -4.6410 -1.6315
C 4.6721 -3.3924 -0.8288
N 3.8129 -3.5242 0.3638
C 2.4149 -3.6767 0.2671
Se 1.1949 -3.1359 -1.0476
N 1.9650 -4.2013 1.4624
C 0.6213 -4.6567 1.7552
C 0.0603 -5.8940 1.0041
C 0.7354 -7.2725 1.0001
C -0.2099 -8.3488 0.4352
C 3.0089 -4.2384 2.3536
C 3.0483 -4.6962 3.6665
C 4.2661 -4.6302 4.3635
C 5.3280 -3.9531 3.7219
C 5.3851 -3.7124 2.3703
C 4.1999 -3.8252 1.6687
H 3.6031 -4.0948 -4.8307
H 5.2915 -4.1594 -4.3981
H 4.2461 -2.8936 -3.6582
H 3.9352 -5.8934 -3.2227
H 2.7956 -4.6802 -2.5257
H 5.7394 -4.8480 -1.9821
H 4.4679 -5.4689 -0.9331
H 4.2827 -2.5421 -1.4187
H 5.6676 -3.1244 -0.5093
H -0.1207 -3.9385 1.5848
H 0.5942 -4.8438 2.8441
H -0.0378 -5.5483 -0.0436
H -0.9161 -6.0049 1.5140
H 1.0629 -7.6437 2.0211
H 1.6265 -7.1705 0.3901
H -0.8988 -8.6274 1.2470
H 0.3950 -9.2675 0.1651
H -0.8025 -7.8853 -0.3367
H 2.2304 -5.3490 3.9678
H 4.4163 -5.0187 5.3909
H 6.2136 -3.6729 4.2806
H 6.2913 -3.2408 1.9746
Br -2.3350 0.6626 3.5631
```

Calculated values
Multiplicity: 3
Charge: -1
⟨S²⟩: 2.049
Largest force on an atom in eV/Å: 3.93
M in Da: 1062.55
Relative energy (zero: lowest compared OMol25 entry of this formula, charge and spin) in kcal/mol: 54.4
Frontier orbital gap (spin up / spin down) in eV: 4.82 / 6.98